12
Properties=species:S:1:pos:R:3:lowdin_charge:R:1 method="wB97M-V/def2-TZVPD" homo_lumo_gap_ev=10.4 smiles=CN1NCOO1
C 1.01463 1.10204 -0.03475 -0.255
C -1.38319 -0.91702 -0.42258 0.010
N -0.05648 0.45959 0.97279 0.046
N -0.19405 -0.75208 0.38661 -0.302
O 1.61684 0.14531 -0.71604 -0.044
O 1.01371 -1.12595 0.01459 -0.003
H 0.59748 1.82658 -0.66318 0.091
H 1.71278 1.65431 0.56826 0.105
H -1.86538 -0.02088 -0.35282 0.058
H -1.07179 -0.96018 -1.49284 0.121
H -1.90827 -1.69076 -0.07925 0.044
H 0.52372 0.27905 1.81921 0.128


28
Properties=species:S:1:pos:R:3:lowdin_charge:R:1 method="wB97M-V/def2-TZVPD" homo_lumo_gap_ev=3.9
C -1.30776 -3.81140 -0.15428 -0.142
C -1.09429 -2.37027 -0.72781 -0.649
Br -2.55911 -1.25168 -1.37842 0.817
C 0.17927 -1.87376 -0.76438 -0.639
Br 1.68432 -2.95387 -0.05086 0.691
C 0.57392 -0.50811 -1.31812 -0.182
C 0.86243 -0.22648 -2.71405 -0.154
F 0.80628 -1.10790 -3.73910 0.128
N 1.21860 1.13388 -2.76366 0.166
C 1.14530 1.66660 -1.49727 -0.006
N 0.77087 0.69509 -0.61376 0.011
C 0.58660 0.74481 0.86234 -0.034
C 0.22878 2.17487 1.41198 -0.313
C 1.13076 2.54207 2.66824 -0.038
F -1.11637 2.15681 1.87110 -0.028
H -2.38301 -4.10244 -0.05706 0.086
H -0.83631 -3.89714 0.86432 0.069
H -0.80092 -4.52288 -0.87092 0.086
H 1.50412 1.64752 -3.60015 0.186
H 1.39102 2.71868 -1.21023 0.166
H -0.27496 0.06297 1.13974 0.162
H 1.49163 0.28292 1.36014 0.147
H 0.29559 3.00342 0.65966 0.129
H 2.16564 2.77774 2.28639 0.090
H 0.65901 3.39743 3.21682 0.091
H 1.10091 1.64572 3.34258 0.092
O -4.10258 -0.27768 0.96683 -0.661
H -3.31974 0.25310 0.80993 -0.271


91
Properties=species:S:1:pos:R:3:lowdin_charge:R:1 method="wB97M-V/def2-TZVPD" homo_lumo_gap_ev=7.2 total_charge=-1
Y 9.91275 11.07541 14.24945 1.130
N 6.52274 13.46262 15.86562 0.153
C 5.89746 12.94140 16.96097 -0.245
C 4.78914 13.50725 17.51996 -0.050
C 4.20419 12.95409 18.67120 -0.097
C 4.72142 11.85903 19.29150 -0.097
C 5.81090 11.20630 18.77668 -0.160
C 6.50802 10.12029 19.41496 -0.016
C 7.63004 9.60954 18.85117 -0.042
C 8.10744 10.19211 17.63446 -0.147
N 7.45972 11.15451 17.01765 0.118
C 6.38368 11.71651 17.56536 -0.158
H 7.27691 13.03325 15.42890 0.029
H 6.00895 14.09446 15.30850 0.086
H 4.42990 14.43949 17.10116 0.106
H 3.28920 13.45462 19.04914 0.110
H 4.28208 11.51064 20.20270 0.100
H 6.03811 9.60082 20.22388 0.103
H 8.20547 8.77018 19.22858 0.106
H 8.95344 9.75662 17.21401 0.011
S 12.86762 6.67188 10.98188 0.448
C 12.14766 7.40096 12.30394 -1.548
S 12.93056 8.17508 13.55356 0.890
C 11.57009 8.78184 14.47031 -1.085
C 10.33098 8.34846 14.01570 -1.256
S 8.75402 8.61020 14.66118 0.471
S 10.42963 7.49570 12.48175 0.867
S 11.73034 10.04366 15.81894 0.396
C 12.27992 16.13438 10.43388 0.008
C 11.01519 15.75169 11.05069 -0.596
C 9.96066 16.78065 10.82141 0.020
O 10.62738 14.53547 10.58781 -0.002
C 10.21176 13.61862 11.56840 -0.139
C 10.80566 14.25190 12.88853 -0.139
O 11.27597 15.53221 12.49096 -0.011
C 9.71079 14.33696 14.00830 -0.394
O 9.30171 13.04560 14.32378 -0.315
C 10.35383 14.94346 15.28384 -0.134
C 9.53930 14.98409 16.40899 -0.050
C 9.92570 15.53512 17.60866 -0.084
C 11.16345 16.18968 17.74605 -0.098
C 11.99406 16.15215 16.62970 -0.078
C 11.62809 15.52008 15.39702 0.002
C 8.58073 15.25291 13.52411 -0.137
C 8.46433 16.58788 13.92219 -0.011
C 7.37343 17.40056 13.53569 -0.076
C 6.34949 16.85330 12.79789 -0.121
C 6.41008 15.52887 12.44677 -0.095
C 7.49978 14.74244 12.83132 -0.054
C 10.85530 12.22359 11.25357 -0.399
O 10.59817 11.42519 12.35680 -0.305
C 12.39834 12.40831 11.17076 -0.118
C 12.95338 12.86477 10.00022 -0.038
C 14.34724 12.98738 9.87679 -0.083
C 15.21081 12.66715 10.92244 -0.082
C 14.64541 12.14092 12.10703 -0.065
C 13.24346 12.09233 12.26763 -0.012
C 10.24892 11.60676 10.01454 -0.133
C 9.23196 12.28076 9.24084 0.007
C 8.81234 11.61144 8.10819 -0.119
C 9.13903 10.34073 7.68507 -0.100
C 10.13392 9.71123 8.44694 -0.050
C 10.61701 10.35839 9.62072 -0.028
H 12.30689 16.08222 9.36289 0.092
H 12.96427 15.34506 10.76604 0.091
H 12.74238 17.10764 10.68083 0.107
H 9.76749 16.76588 9.73278 0.104
H 10.29296 17.75744 11.07208 0.077
H 8.93340 16.73079 11.24166 0.082
H 9.16258 13.38157 11.55109 0.122
H 11.66726 13.70649 13.22871 0.133
H 8.50090 14.65118 16.39617 0.100
H 9.28095 15.50574 18.47788 0.098
H 11.39890 16.61499 18.69080 0.081
H 12.95622 16.71964 16.65974 0.104
H 12.27954 15.62399 14.58665 0.086
H 9.18703 17.09828 14.54045 0.119
H 7.44238 18.42772 13.79778 0.090
H 5.44818 17.39912 12.48258 0.105
H 5.61495 15.01976 11.85692 0.115
H 7.45116 13.67733 12.61136 0.116
H 12.48175 13.23621 9.13832 0.109
H 14.74680 13.45103 9.04560 0.072
H 16.27499 12.89830 10.88770 0.094
H 15.18972 11.98974 13.01346 0.088
H 12.86395 11.65690 13.24388 0.104
H 8.87044 13.24915 9.51213 0.099
H 8.02617 12.10875 7.52401 0.099
H 8.67456 9.79300 6.91392 0.082
H 10.60710 8.72957 8.15287 0.117
H 11.38726 9.96413 10.28799 0.120


27
Properties=species:S:1:pos:R:3:lowdin_spin:R:1 method="wB97M-V/def2-TZVPD" s_squared=0.75 homo_lumo_gap_ev="4.3 / 7.6" total_charge=-1 multiplicity=2
C -2.56580 -0.76416 -1.07543 0.002
C -1.37959 -0.08639 -1.79323 0.012
N -0.21299 -0.16241 -0.90158 0.034
C 1.99516 0.82822 -1.50118 0.018
C 0.67344 1.04885 -0.70375 0.094
C 0.96202 1.26915 0.72388 0.429
O 0.12604 1.74585 1.57973 0.307
H -2.34108 -1.82137 -1.09011 0.000
H -2.77536 -0.32694 -0.10417 0.000
H -3.49912 -0.62950 -1.64501 0.001
H -1.11014 -0.54164 -2.74440 0.001
H -1.55468 0.99801 -1.90968 0.004
H -0.38633 -0.53275 0.01804 0.003
H 2.05171 1.23549 -2.51186 0.001
H 2.30020 -0.21557 -1.41092 0.004
H 2.78182 1.36853 -0.95134 0.005
H 0.17641 1.91604 -1.17664 0.019
H 1.99058 1.11221 1.10281 0.034
H -1.45814 0.56801 2.63588 0.000
H -0.62954 1.30227 3.66430 0.000
O -1.12426 0.47066 3.53450 0.006
H 0.86458 -2.15765 -1.45775 0.000
H 1.14906 -1.52131 -2.77938 0.000
O 1.08308 -2.39720 -2.36245 0.001
H -0.17283 -0.91552 2.73706 0.002
H 1.26028 -1.00636 2.31769 0.005
O 0.39323 -1.34091 2.06175 0.017


17
Properties=species:S:1:pos:R:3:lowdin_charge:R:1 method="wB97M-V/def2-TZVPD" homo_lumo_gap_ev=10.1 smiles="C=NOC(C)(C)C=O"
C 0.65753 1.26911 -1.15327 -0.046
C 0.56408 0.02814 -0.13163 -0.610
C 0.64249 0.36771 1.38942 -0.087
C -2.82994 -0.93056 -0.35163 0.043
C 1.53325 -1.09067 -0.13958 -0.174
H -0.37539 1.85130 -1.04091 0.078
H 1.38125 1.30079 -2.26630 0.160
H 1.28421 2.18920 -0.43091 0.132
H -0.18314 1.13559 1.90960 0.138
H 0.37076 -0.76729 1.75905 0.107
H 1.52734 0.69751 1.99351 0.084
H -3.85332 -0.51214 -0.43590 0.076
H -2.57924 -1.88256 -0.70620 0.051
H 1.67955 -1.69501 1.01387 0.190
N -1.83750 0.01177 -0.33346 0.051
O -0.59818 -0.74673 -0.26525 -0.197
O 2.61626 -1.22615 -0.81041 0.005


Number 1: electronic energy -9240.51267 eV, molecular weight 90.1 g mol⁻¹. Number 2: electronic energy -160068.78702 eV, molecular weight 362.0 g mol⁻¹. Number 3: electronic energy -111570.70230 eV, molecular weight 894.0 g mol⁻¹. Number 4: electronic energy -15139.90902 eV, molecular weight 155.2 g mol⁻¹. Number 5: electronic energy -10908.55883 eV, molecular weight 115.1 g mol⁻¹.